# 1
Entry from the Open Molecules 2025 dataset: 2 unconnected molecules or ions with the total composition C3H3Cl3 at a distorted geometry (ωB97M-V/def2-TZVPD).

```
! RIJCOSX wB97M-V def2-TZVPD def2/J DEFGRID3
* xyz 0 1
C -0.011 1.724 0.786
C -0.571 0.985 0.035
C -1.427 0.008 -0.575
Cl 3.692 -1.283 0.439
Cl -2.600 -0.656 0.696
Cl -0.486 -1.524 -1.035
H 2.859 -1.786 -0.457
H 0.494 2.269 1.506
H -1.949 0.262 -1.396
*
```

Results
Relative energy (zero: lowest compared OMol25 entry of this formula, charge and spin), eV: 1.7999
SMILES string: C#CC(Cl)Cl.Cl
Frontier orbital gap, Ha: 0.4130
Max |F|, eV/Å: 4.86

=====

# 2
Entry from the Open Molecules 2025 dataset: 7 unconnected molecules or ions with the total composition C30H73BBrFO6 (ωB97M-V/def2-TZVPD).

```
! RIJCOSX wB97M-V def2-TZVPD def2/J DEFGRID3
* xyz 0 1
C 3.306 2.736 2.210
C 2.783 4.094 1.712
C 2.148 4.995 2.800
F 2.024 4.310 4.025
B 0.722 5.583 2.432
C -0.629 4.778 2.499
C -0.761 3.657 1.457
C -0.536 2.275 2.028
Br -2.571 3.699 0.661
H 4.227 2.489 1.685
H 2.614 1.929 1.985
H 3.521 2.740 3.273
H 3.619 4.638 1.277
H 2.088 3.921 0.888
H 2.838 5.818 2.984
H 0.670 6.737 2.123
H -1.451 5.479 2.370
H -0.757 4.335 3.492
H -0.120 3.828 0.596
H 0.517 2.161 2.280
H -0.822 1.492 1.331
H -1.106 2.160 2.949
C 4.336 -1.914 1.060
C 3.924 -0.679 0.281
O 4.919 0.328 0.210
C 6.138 -0.047 -0.409
C 5.995 -0.492 -1.853
H 4.640 -1.645 2.073
H 3.499 -2.610 1.129
H 5.165 -2.442 0.586
H 3.081 -0.197 0.777
H 3.585 -0.955 -0.724
H 6.647 -0.820 0.178
H 6.758 0.849 -0.359
H 5.399 -1.401 -1.945
H 6.979 -0.707 -2.271
H 5.520 0.288 -2.451
C -0.221 -4.288 3.591
C 0.783 -4.496 2.472
O 2.131 -4.572 2.903
C 2.435 -5.619 3.806
C 2.162 -7.011 3.261
H 0.016 -3.388 4.160
H -1.222 -4.183 3.168
H -0.240 -5.130 4.284
H 0.757 -3.644 1.792
H 0.517 -5.380 1.881
H 1.911 -5.473 4.758
H 3.500 -5.507 4.011
H 1.101 -7.176 3.065
H 2.484 -7.761 3.984
H 2.707 -7.170 2.329
C -3.216 7.534 -0.546
C -4.646 8.043 -0.573
O -5.075 8.506 -1.841
C -5.036 7.555 -2.890
C -5.877 6.315 -2.644
H -2.526 8.307 -0.888
H -2.944 7.247 0.470
H -3.082 6.655 -1.177
H -4.746 8.906 0.086
H -5.328 7.273 -0.194
H -4.000 7.273 -3.115
H -5.413 8.090 -3.762
H -5.514 5.739 -1.791
H -5.850 5.664 -3.517
H -6.916 6.586 -2.451
C -5.797 -5.924 1.430
C -4.355 -5.813 0.968
O -3.433 -5.540 2.008
C -3.360 -6.502 3.045
C -2.944 -7.888 2.581
H -6.103 -5.016 1.951
H -6.450 -6.066 0.568
H -5.951 -6.769 2.101
H -4.251 -4.972 0.282
H -4.059 -6.712 0.416
H -4.303 -6.549 3.601
H -2.609 -6.109 3.730
H -3.678 -8.336 1.910
H -2.839 -8.549 3.442
H -1.988 -7.845 2.058
C -10.967 2.948 -3.813
C -9.608 3.283 -4.401
O -8.656 3.723 -3.450
C -8.340 2.807 -2.417
C -7.759 1.492 -2.909
H -11.371 3.804 -3.271
H -11.661 2.685 -4.613
H -10.922 2.102 -3.126
H -9.704 4.116 -5.098
H -9.219 2.433 -4.973
H -9.213 2.626 -1.780
H -7.601 3.323 -1.803
H -8.471 0.927 -3.513
H -7.483 0.869 -2.058
H -6.869 1.670 -3.513
C 10.595 -4.508 -3.346
C 9.348 -3.656 -3.512
O 9.123 -2.745 -2.452
C 10.137 -1.781 -2.231
C 10.397 -0.868 -3.417
H 10.561 -5.056 -2.404
H 10.661 -5.228 -4.163
H 11.507 -3.911 -3.359
H 8.464 -4.294 -3.518
H 9.369 -3.132 -4.475
H 11.067 -2.263 -1.908
H 9.777 -1.192 -1.387
H 10.783 -1.413 -4.280
H 11.136 -0.113 -3.147
H 9.479 -0.362 -3.720
*
```

Results
SMILES string: CC[C@H](F)BC[C@@H](C)Br.CCOCC.CCOCC.CCOCC.CCOCC.CCOCC.CCOCC
Frontier orbital gap, Ha: 0.3510
Max |F|, eV/Å: 0.36